# 1
{"formula": "C40H70N10", "method": "ωB97M-V/def2-TZVPD", "mol_weight_da": 691.1, "e_lumo_ev": -0.52, "multiplicity": 1, "e_tot_ev": -57480.5844, "e_above_lowest_kcal_mol": 808.39, "homo_ev": -5.5, "elements": ["C", "C", "C", "C", "N", "H", "H", "H", "H", "H", "H", "H", "C", "C", "C", "C", "N", "H", "H", "H", "H", "H", "H", "H", "C", "C", "C", "C", "N", "H", "H", "H", "H", "H", "H", "H", "C", "C", "C", "C", "N", "H", "H", "H", "H", "H", "H", "H", "C", "C", "C", "C", "N", "H", "H", "H", "H", "H", "H", "H", "C", "C", "C", "C", "N", "H", "H", "H", "H", "H", "H", "H", "C", "C", "C", "C", "N", "H", "H", "H", "H", "H", "H", "H", "C", "C", "C", "C", "N", "H", "H", "H", "H", "H", "H", "H", "C", "C", "C", "C", "N", "H", "H", "H", "H", "H", "H", "H", "C", "C", "C", "C", "N", "H", "H", "H", "H", "H", "H", "H"], "xyz": [[-1.25, -5.23, 1.75], [-1.46, -3.77, 1.26], [-0.40, -3.31, 0.29], [-0.44, -4.02, -1.02], [-0.50, -4.61, -1.99], [-0.23, -5.40, 2.07], [-1.49, -5.95, 0.96], [-1.84, -5.50, 2.62], [-1.50, -3.09, 2.11], [-2.41, -3.71, 0.73], [0.62, -3.35, 0.66], [-0.52, -2.24, 0.12], [2.36, -3.12, -2.86], [2.87, -1.76, -3.41], [3.39, -1.80, -4.83], [4.43, -2.78, -5.08], [5.28, -3.60, -5.23], [1.96, -3.11, -1.84], [3.19, -3.83, -2.84], [1.59, -3.58, -3.47], [3.56, -1.29, -2.71], [2.04, -1.06, -3.33], [3.72, -0.78, -5.03], [2.56, -2.08, -5.49], [-2.92, -0.92, 1.47], [-2.35, -0.42, 2.78], [-1.17, -1.21, 3.37], [-0.05, -1.56, 2.48], [0.86, -1.79, 1.77], [-3.17, -1.98, 1.56], [-2.23, -0.81, 0.64], [-3.90, -0.47, 1.27], [-3.13, -0.43, 3.53], [-2.01, 0.60, 2.59], [-1.55, -2.16, 3.75], [-0.82, -0.66, 4.25], [-2.89, 1.96, 1.40], [-4.24, 2.49, 0.99], [-5.30, 1.44, 0.72], [-5.07, 0.44, -0.37], [-4.85, -0.30, -1.20], [-2.84, 1.33, 2.28], [-2.17, 2.77, 1.53], [-2.51, 1.32, 0.61], [-4.11, 3.02, 0.05], [-4.67, 3.24, 1.66], [-6.24, 1.86, 0.36], [-5.38, 0.85, 1.63], [0.17, 3.08, 4.98], [-0.31, 4.03, 3.81], [-0.13, 3.48, 2.38], [1.29, 3.16, 2.16], [2.39, 2.92, 1.99], [-0.50, 2.23, 5.06], [0.21, 3.60, 5.94], [1.20, 2.74, 4.85], [0.22, 4.98, 3.86], [-1.35, 4.29, 3.99], [-0.46, 4.24, 1.67], [-0.71, 2.60, 2.12], [3.15, -2.10, -0.70], [3.41, -1.43, 0.67], [3.40, -2.30, 1.91], [4.39, -3.39, 1.82], [5.14, -4.22, 1.68], [4.08, -2.56, -1.01], [2.83, -1.43, -1.49], [2.43, -2.92, -0.61], [2.70, -0.61, 0.76], [4.38, -0.93, 0.62], [2.40, -2.68, 2.10], [3.62, -1.67, 2.77], [-0.49, 1.76, 0.22], [-0.69, 0.22, 0.10], [0.54, -0.58, -0.48], [0.97, -0.24, -1.87], [1.24, -0.01, -2.96], [-1.40, 2.32, 0.42], [-0.03, 2.15, -0.69], [0.19, 2.12, 0.99], [-1.59, 0.06, -0.49], [-0.85, -0.27, 1.06], [0.44, -1.66, -0.37], [1.38, -0.30, 0.16], [0.71, 6.77, -0.45], [-0.82, 6.65, -0.20], [-1.29, 5.43, 0.65], [-0.89, 4.15, 0.07], [-0.57, 3.09, -0.32], [1.16, 7.04, 0.50], [0.92, 7.54, -1.19], [1.26, 5.91, -0.85], [-1.39, 6.71, -1.12], [-1.16, 7.54, 0.32], [-2.36, 5.32, 0.82], [-0.83, 5.53, 1.63], [4.21, 0.56, -1.30], [3.44, 0.94, -2.59], [4.31, 1.33, -3.76], [5.36, 0.41, -4.17], [6.24, -0.28, -4.51], [4.33, -0.52, -1.20], [3.61, 0.91, -0.46], [5.22, 0.96, -1.22], [2.84, 1.82, -2.39], [2.84, 0.10, -2.93], [4.88, 2.24, -3.55], [3.73, 1.50, -4.68], [-4.25, -2.92, -2.68], [-3.98, -3.34, -1.21], [-3.24, -2.26, -0.32], [-1.98, -1.78, -0.92], [-0.99, -1.38, -1.40], [-4.49, -3.77, -3.32], [-3.31, -2.59, -3.12], [-5.00, -2.14, -2.81], [-3.39, -4.26, -1.17], [-4.88, -3.62, -0.66], [-2.92, -2.61, 0.66], [-3.83, -1.36, -0.12]]}

***

# 2
{"formula": "C40H72F15N2O11", "method": "ωB97M-V/def2-TZVPD", "mol_weight_da": 1042.0, "e_lumo_ev": 1.60, "total_charge": -3, "multiplicity": 1, "e_tot_ev": -108904.4937, "homo_ev": -1.7, "elements": ["C", "C", "C", "C", "N", "C", "C", "C", "C", "C", "C", "C", "H", "H", "H", "H", "H", "H", "H", "H", "H", "H", "H", "H", "H", "H", "H", "H", "H", "H", "H", "H", "H", "H", "H", "H", "C", "C", "C", "C", "C", "C", "N", "O", "C", "C", "C", "H", "H", "H", "H", "H", "H", "H", "H", "H", "H", "H", "H", "H", "H", "H", "H", "H", "H", "C", "O", "O", "C", "F", "F", "F", "C", "C", "H", "H", "H", "H", "H", "H", "C", "O", "O", "C", "F", "F", "F", "C", "C", "H", "H", "H", "H", "H", "H", "C", "O", "O", "C", "F", "F", "F", "C", "C", "H", "H", "H", "H", "H", "H", "C", "O", "O", "C", "F", "F", "F", "C", "C", "H", "H", "H", "H", "H", "H", "C", "O", "O", "C", "F", "F", "F", "C", "C", "H", "H", "H", "H", "H", "H"], "xyz": [[0.40, -1.09, -5.79], [-0.04, -2.45, -5.24], [-0.67, -2.39, -3.91], [-0.90, -3.81, -3.46], [-1.91, -4.09, -2.37], [-1.51, -3.50, -1.04], [-2.31, -4.32, -0.05], [-2.17, -5.79, -0.62], [-2.00, -5.55, -2.11], [-3.17, -3.55, -3.06], [-4.44, -3.97, -2.45], [-5.49, -3.20, -3.25], [-0.30, -0.30, -6.00], [1.05, -1.28, -6.73], [1.15, -0.70, -5.07], [0.83, -3.10, -5.09], [-0.71, -3.02, -5.87], [-1.56, -1.79, -4.07], [-0.10, -1.90, -3.13], [0.13, -4.09, -3.22], [-1.29, -4.38, -4.26], [-1.89, -2.48, -1.14], [-0.40, -3.61, -1.04], [-3.37, -3.96, 0.09], [-1.84, -4.15, 0.94], [-2.89, -6.50, -0.29], [-1.18, -6.10, -0.25], [-2.89, -5.86, -2.61], [-1.14, -6.03, -2.53], [-3.12, -3.47, -4.14], [-3.16, -2.45, -2.77], [-4.46, -3.58, -1.43], [-4.65, -5.01, -2.38], [-5.16, -3.26, -4.29], [-5.65, -2.13, -2.95], [-6.49, -3.68, -3.00], [2.28, 0.77, 1.40], [0.88, 0.57, 0.78], [-0.18, 1.58, 1.30], [-0.19, 2.92, 0.46], [-0.48, 2.47, -0.95], [0.67, 1.71, -1.56], [1.04, 0.57, -0.69], [1.83, -0.20, -1.24], [1.95, 2.64, -1.78], [0.27, 1.25, -2.94], [0.24, -0.72, 1.08], [2.07, 0.66, 2.49], [2.64, 1.81, 1.35], [3.00, 0.08, 1.01], [-0.05, 1.85, 2.38], [-1.14, 1.09, 1.19], [0.75, 3.38, 0.58], [-0.95, 3.57, 0.88], [-0.73, 3.39, -1.44], [-1.38, 1.86, -1.19], [1.72, 3.48, -2.44], [2.62, 1.94, -2.29], [2.23, 2.97, -0.82], [-0.60, 0.59, -2.86], [1.09, 0.84, -3.49], [-0.06, 2.16, -3.45], [-0.64, -0.94, 0.44], [0.02, -0.84, 2.16], [0.98, -1.48, 0.81], [1.70, -5.90, -0.13], [1.04, -5.06, 0.89], [0.88, -6.30, -1.11], [2.81, -4.99, -0.82], [2.35, -4.28, -1.82], [3.32, -4.02, 0.06], [3.78, -5.78, -1.25], [1.54, -5.12, 2.16], [1.52, -3.76, 2.85], [2.06, -3.08, 2.24], [0.53, -3.39, 3.03], [2.05, -3.94, 3.78], [2.59, -5.37, 2.09], [1.05, -5.82, 2.85], [2.13, -6.60, 0.60], [-0.88, 10.66, 3.15], [-0.64, 9.70, 1.96], [-0.73, 11.83, 2.68], [-2.29, 10.10, 3.49], [-2.09, 8.89, 4.23], [-2.86, 10.88, 4.49], [-3.07, 9.77, 2.51], [0.45, 10.03, 1.18], [0.66, 8.95, 0.09], [0.83, 8.01, 0.47], [-0.26, 8.92, -0.59], [1.59, 9.17, -0.55], [1.42, 10.02, 1.69], [0.31, 11.01, 0.67], [-0.29, 10.34, 4.06], [2.75, -0.35, 8.57], [1.81, 0.19, 9.61], [3.09, -1.61, 8.69], [2.14, 0.05, 7.19], [1.88, 1.33, 6.95], [3.00, -0.31, 6.21], [0.94, -0.59, 7.00], [2.00, -0.48, 10.85], [3.14, 0.25, 11.67], [4.17, 0.17, 11.24], [2.88, 1.27, 11.58], [3.22, -0.04, 12.71], [2.32, -1.52, 10.56], [1.01, -0.43, 11.35], [3.67, 0.28, 8.65], [-3.97, -0.02, -1.42], [-5.11, -0.83, -0.76], [-2.94, -0.69, -1.68], [-4.67, 0.37, -2.76], [-6.01, 0.61, -2.79], [-4.17, 1.57, -3.22], [-4.48, -0.43, -3.78], [-4.60, -1.32, 0.45], [-5.63, -2.02, 1.24], [-6.29, -1.25, 1.64], [-6.15, -2.81, 0.74], [-5.27, -2.51, 2.16], [-4.14, -0.51, 1.02], [-3.77, -1.93, 0.22], [-3.96, 0.86, -0.63], [3.70, 0.96, -5.27], [5.00, 1.62, -4.82], [3.13, 0.33, -4.26], [2.88, 2.15, -5.86], [1.61, 1.85, -6.22], [2.69, 3.07, -4.95], [3.46, 2.69, -6.96], [5.45, 1.05, -3.65], [5.52, 2.20, -2.56], [6.40, 2.79, -2.74], [4.59, 2.80, -2.54], [5.55, 1.65, -1.63], [6.38, 0.56, -3.94], [4.77, 0.35, -3.23], [3.93, 0.36, -6.16]]}

***

# 3
{"formula": "C40H72O8", "method": "ωB97M-V/def2-TZVPD", "mol_weight_da": 681.0, "e_lumo_ev": 0.46, "multiplicity": 1, "smiles": "c1ccccc1.c1ccccc1.c1ccccc1.c1ccccc1.CCO.CCO.CCO.CCO.CCO.CCO.CCO.CCO", "e_tot_ev": -59024.9444, "homo_ev": -9.1, "elements": ["C", "C", "C", "C", "C", "C", "H", "H", "H", "H", "H", "H", "C", "C", "C", "C", "C", "C", "H", "H", "H", "H", "H", "H", "C", "C", "C", "C", "C", "C", "H", "H", "H", "H", "H", "H", "C", "C", "C", "C", "C", "C", "H", "H", "H", "H", "H", "H", "C", "C", "O", "H", "H", "H", "H", "H", "H", "C", "C", "O", "H", "H", "H", "H", "H", "H", "C", "C", "O", "H", "H", "H", "H", "H", "H", "C", "C", "O", "H", "H", "H", "H", "H", "H", "C", "C", "O", "H", "H", "H", "H", "H", "H", "C", "C", "O", "H", "H", "H", "H", "H", "H", "C", "C", "O", "H", "H", "H", "H", "H", "H", "C", "C", "O", "H", "H", "H", "H", "H", "H"], "xyz": [[6.01, -2.68, -3.51], [5.18, -2.69, -2.39], [3.81, -2.66, -2.58], [3.27, -2.67, -3.87], [4.09, -2.60, -4.97], [5.48, -2.62, -4.80], [7.08, -2.59, -3.43], [5.62, -2.66, -1.40], [3.13, -2.63, -1.72], [2.19, -2.69, -4.01], [3.67, -2.60, -5.97], [6.15, -2.56, -5.64], [5.45, 3.55, -2.73], [4.21, 3.44, -3.36], [3.73, 2.18, -3.66], [4.48, 1.06, -3.34], [5.77, 1.15, -2.84], [6.22, 2.43, -2.48], [5.84, 4.54, -2.52], [3.67, 4.35, -3.59], [2.81, 2.00, -4.21], [4.16, 0.08, -3.67], [6.27, 0.22, -2.61], [7.21, 2.54, -2.06], [0.29, -1.17, 2.61], [1.39, -1.43, 1.79], [2.36, -2.35, 2.18], [2.09, -3.21, 3.26], [0.92, -3.07, 3.99], [-0.01, -2.10, 3.61], [-0.55, -0.55, 2.32], [1.57, -0.72, 0.99], [3.26, -2.49, 1.60], [2.85, -3.95, 3.51], [0.73, -3.68, 4.87], [-0.95, -1.99, 4.14], [-0.36, 1.40, 0.11], [-1.13, 0.37, -0.44], [-0.56, -0.54, -1.31], [0.75, -0.35, -1.71], [1.50, 0.69, -1.19], [0.99, 1.50, -0.18], [-0.72, 2.05, 0.89], [-2.14, 0.30, -0.07], [-1.17, -1.37, -1.63], [1.22, -1.02, -2.42], [2.57, 0.72, -1.37], [1.60, 2.29, 0.25], [-6.81, 2.65, 2.85], [-6.75, 1.32, 2.11], [-5.74, 1.32, 1.11], [-7.73, 2.71, 3.43], [-6.85, 3.47, 2.13], [-5.95, 2.69, 3.52], [-7.73, 1.09, 1.68], [-6.55, 0.50, 2.81], [-5.05, 0.76, 1.49], [2.79, 2.00, 3.50], [2.19, 1.40, 4.78], [0.82, 1.81, 4.90], [2.25, 1.57, 2.65], [3.85, 1.73, 3.45], [2.77, 3.09, 3.52], [2.83, 1.66, 5.62], [2.24, 0.30, 4.73], [0.42, 1.51, 4.07], [-3.62, 4.47, 4.25], [-2.81, 3.22, 4.00], [-3.22, 2.13, 4.82], [-3.75, 4.62, 5.33], [-4.64, 4.34, 3.88], [-3.31, 5.36, 3.70], [-1.75, 3.46, 4.13], [-2.91, 2.87, 2.97], [-2.67, 2.11, 5.61], [-0.65, -0.69, -4.68], [-1.41, -2.00, -4.63], [-0.49, -3.03, -5.06], [-1.01, 0.06, -3.96], [-0.57, -0.19, -5.65], [0.39, -0.85, -4.39], [-2.28, -2.08, -5.29], [-1.75, -2.19, -3.62], [-0.38, -3.65, -4.33], [2.79, 4.75, -0.15], [2.07, 5.51, 0.93], [3.00, 5.72, 2.01], [3.54, 5.31, -0.70], [2.08, 4.29, -0.83], [3.34, 3.98, 0.40], [1.20, 4.94, 1.25], [1.76, 6.52, 0.63], [2.52, 6.21, 2.69], [0.16, -6.74, -2.10], [0.63, -5.34, -1.80], [-0.42, -4.39, -2.14], [-0.13, -6.84, -3.15], [-0.71, -6.98, -1.49], [0.95, -7.47, -1.90], [1.53, -5.04, -2.33], [0.72, -5.28, -0.72], [-0.86, -4.19, -1.31], [-4.68, -2.09, 2.55], [-4.11, -1.12, 3.56], [-3.83, 0.14, 2.90], [-4.25, -1.95, 1.56], [-5.76, -2.01, 2.43], [-4.45, -3.10, 2.88], [-3.19, -1.52, 4.01], [-4.86, -0.91, 4.33], [-3.64, 0.78, 3.61], [-4.61, 0.10, -1.88], [-4.60, -1.39, -1.54], [-3.98, -2.25, -2.57], [-3.83, 0.48, -2.54], [-4.54, 0.67, -0.94], [-5.59, 0.32, -2.29], [-5.63, -1.74, -1.44], [-4.08, -1.64, -0.62], [-4.72, -2.44, -3.16]]}

***

> multiplicity of number 1 (C40H70N10)?

1